{"formula": "C58H162CdF12N2O35S4", "method": "ωB97M-V/def2-TZVPD", "energy_ev": -217919.62250, "gap_ev": 8.8, "symbols": ["Cd", "C", "F", "F", "F", "S", "O", "O", "N", "S", "O", "O", "C", "F", "F", "F", "C", "F", "F", "F", "S", "O", "O", "N", "S", "O", "O", "C", "F", "F", "F", "C", "C", "O", "H", "H", "H", "H", "H", "H", "C", "C", "O", "H", "H", "H", "H", "H", "H", "C", "C", "O", "H", "H", "H", "H", "H", "H", "C", "C", "O", "H", "H", "H", "H", "H", "H", "C", "C", "O", "H", "H", "H", "H", "H", "H", "C", "C", "O", "H", "H", "H", "H", "H", "H", "C", "C", "O", "H", "H", "H", "H", "H", "H", "C", "C", "O", "H", "H", "H", "H", "H", "H", "C", "C", "O", "H", "H", "H", "H", "H", "H", "C", "C", "O", "H", "H", "H", "H", "H", "H", "C", "C", "O", "H", "H", "H", "H", "H", "H", "C", "C", "O", "H", "H", "H", "H", "H", "H", "C", "C", "O", "H", "H", "H", "H", "H", "H", "C", "C", "O", "H", "H", "H", "H", "H", "H", "C", "C", "O", "H", "H", "H", "H", "H", "H", "C", "C", "O", "H", "H", "H", "H", "H", "H", "C", "C", "O", "H", "H", "H", "H", "H", "H", "C", "C", "O", "H", "H", "H", "H", "H", "H", "C", "C", "O", "H", "H", "H", "H", "H", "H", "C", "C", "O", "H", "H", "H", "H", "H", "H", "C", "C", "O", "H", "H", "H", "H", "H", "H", "C", "C", "O", "H", "H", "H", "H", "H", "H", "C", "C", "O", "H", "H", "H", "H", "H", "H", "C", "C", "O", "H", "H", "H", "H", "H", "H", "C", "C", "O", "H", "H", "H", "H", "H", "H", "C", "C", "O", "H", "H", "H", "H", "H", "H", "C", "C", "O", "H", "H", "H", "H", "H", "H"], "coordinates": [[16.5006, -6.7803, 29.6614], [14.5467, -8.0162, 33.3691], [14.4286, -8.8523, 34.3929], [13.3627, -7.5075, 33.0037], [15.3066, -6.9620, 33.6789], [15.4238, -8.9453, 31.9138], [16.8391, -8.8373, 32.2234], [14.9281, -10.2961, 31.9245], [15.2400, -8.0573, 30.3988], [13.8330, -8.5368, 29.8894], [12.8466, -9.0298, 30.8582], [13.3212, -7.4424, 29.0848], [14.2768, -10.0551, 28.7152], [13.1590, -10.4119, 28.0467], [15.2249, -9.7412, 27.8688], [14.7006, -11.1053, 29.4432], [16.7118, -4.7124, 26.3146], [17.7481, -5.4286, 26.7068], [16.8227, -3.4602, 26.8353], [16.5475, -4.6223, 24.9934], [15.1949, -5.5093, 27.1562], [14.0174, -4.8722, 26.5618], [15.3863, -6.9566, 26.9421], [15.5151, -5.3563, 28.9176], [14.3684, -4.2931, 29.2369], [14.4703, -3.0102, 28.5847], [12.9998, -4.8833, 29.2400], [14.7416, -3.9928, 31.1022], [14.5756, -5.1420, 31.7324], [16.0014, -3.5815, 31.3126], [13.8937, -3.0916, 31.6340], [12.1527, -12.7624, 31.1875], [11.4617, -13.9006, 31.9117], [11.0932, -14.8394, 30.9529], [12.1809, -11.8854, 31.8341], [11.5711, -12.3957, 30.3417], [13.1398, -13.0911, 30.8622], [10.5496, -13.6019, 32.4284], [12.1011, -14.4115, 32.6315], [10.6202, -15.5368, 31.4128], [15.0454, -12.3790, 38.7604], [15.7621, -11.4712, 37.7191], [16.5752, -12.3767, 37.0026], [14.4087, -11.7349, 39.3669], [15.7476, -12.8860, 39.4221], [14.3954, -13.1211, 38.2967], [16.3200, -10.7258, 38.2858], [15.0931, -10.9160, 37.0616], [17.1050, -12.8572, 37.6428], [18.5820, -10.0324, 34.7872], [17.6650, -9.0215, 35.4612], [18.4298, -7.8913, 35.8628], [18.0177, -10.9284, 34.5284], [19.4633, -10.2219, 35.4000], [18.9900, -9.6346, 33.8580], [17.1322, -9.5754, 36.2342], [16.8710, -8.8055, 34.7463], [17.8727, -7.2894, 36.3618], [15.0191, -3.0162, 37.6054], [13.5980, -2.4399, 37.8696], [13.7243, -1.0829, 38.3102], [14.9513, -4.0552, 37.2829], [15.6217, -2.9774, 38.5129], [15.5494, -2.3860, 36.8914], [13.1576, -3.1211, 38.5977], [13.0139, -2.4454, 36.9494], [14.1376, -1.1211, 39.1758], [10.0982, -9.5629, 22.3200], [10.8078, -10.8525, 22.3116], [11.6408, -10.8806, 23.4328], [9.5584, -9.3800, 23.2491], [9.4351, -9.4552, 21.4616], [10.8203, -8.7507, 22.2361], [11.3875, -10.8601, 21.3885], [10.0873, -11.6685, 22.3677], [12.1480, -11.6956, 23.4439], [20.3622, -8.6249, 24.5641], [19.6031, -7.6724, 25.4959], [18.4918, -8.4552, 25.8263], [19.7958, -8.9726, 23.7001], [20.8121, -9.4507, 25.1153], [21.1601, -8.0431, 24.1027], [19.2506, -6.7657, 25.0041], [20.0941, -7.4006, 26.4303], [17.8607, -8.3652, 25.1085], [11.8918, -15.2505, 27.4074], [13.1255, -15.4374, 28.1726], [14.0257, -16.2376, 27.4249], [12.0375, -15.0042, 26.3556], [11.2561, -14.4695, 27.8245], [11.2308, -16.1125, 27.4975], [12.8977, -15.7888, 29.1790], [13.6180, -14.4839, 28.3632], [14.8466, -16.2575, 27.9222], [19.8723, -14.2034, 31.7987], [20.1072, -12.9993, 32.7226], [21.4197, -12.5112, 32.5073], [20.1339, -14.0258, 30.7556], [18.8343, -14.5361, 31.7980], [20.5406, -15.0047, 32.1141], [20.0696, -13.3700, 33.7469], [19.3707, -12.1999, 32.6409], [21.7686, -12.1560, 33.3282], [12.7643, -5.2473, 35.2308], [11.2874, -5.0319, 35.4603], [10.9719, -4.9461, 36.8307], [13.2816, -4.4068, 35.6934], [13.1193, -5.3734, 34.2079], [13.1029, -6.1586, 35.7236], [10.6965, -5.8546, 35.0577], [11.0228, -4.1002, 34.9603], [10.0351, -4.7392, 36.8641], [9.4313, -7.7585, 31.9568], [9.6111, -9.2723, 32.0405], [8.4127, -9.9636, 31.8253], [10.3977, -7.2838, 31.7871], [8.8954, -7.3323, 32.8049], [8.9186, -7.5768, 31.0122], [10.0458, -9.5866, 32.9894], [10.3489, -9.6308, 31.3227], [8.4766, -10.8529, 32.1811], [8.6128, -8.7493, 36.0973], [7.3182, -8.0764, 36.4777], [6.9579, -7.1891, 35.4756], [8.5389, -9.4511, 35.2665], [9.0003, -9.2589, 36.9795], [9.3473, -7.9792, 35.8615], [7.5903, -7.4700, 37.3415], [6.5574, -8.8293, 36.6838], [6.7022, -7.6959, 34.7014], [11.9347, -11.2968, 35.5606], [12.0390, -10.1211, 36.5192], [11.3761, -10.3547, 37.7022], [12.2456, -12.1747, 36.1269], [12.6330, -11.0929, 34.7489], [10.8875, -11.3053, 35.2582], [11.6974, -9.1872, 36.0728], [13.0828, -9.9798, 36.7995], [11.0721, -9.4651, 37.8967], [21.2833, -8.3414, 32.4777], [21.6275, -9.2817, 31.2858], [21.7478, -8.5358, 30.1332], [22.0747, -7.6051, 32.6182], [21.2503, -8.8453, 33.4436], [20.3818, -7.7569, 32.2942], [20.8282, -10.0006, 31.1059], [22.4991, -9.8957, 31.5125], [22.0995, -9.0998, 29.4405], [16.3766, -13.2116, 32.8426], [15.3283, -12.7485, 33.8426], [15.5238, -13.6039, 34.9518], [16.2306, -14.2140, 32.4399], [17.3559, -13.1126, 33.3107], [16.3381, -12.5905, 31.9477], [14.2703, -12.7705, 33.5811], [15.6034, -11.7439, 34.1639], [15.8243, -13.0487, 35.6751], [18.1432, -10.1855, 29.2290], [18.5216, -8.7505, 29.2148], [17.7561, -7.8988, 28.4123], [18.8655, -10.7727, 29.7961], [18.1636, -10.6378, 28.2375], [17.1387, -10.3412, 29.6225], [19.5493, -8.7008, 28.8547], [18.6013, -8.4491, 30.2593], [18.0204, -8.0735, 27.5061], [10.0136, -4.0428, 31.2720], [8.9412, -3.9957, 30.1790], [7.8393, -4.9141, 30.4088], [10.6275, -3.1426, 31.3026], [10.6297, -4.9383, 31.1907], [9.5860, -4.0204, 32.2743], [9.3433, -4.2364, 29.1949], [8.4399, -3.0295, 30.1211], [7.3200, -4.5410, 31.1248], [10.1343, -6.9468, 28.0104], [8.8386, -7.4528, 27.4233], [8.9004, -7.8123, 26.0802], [10.0444, -6.7845, 29.0845], [10.5373, -6.0452, 27.5491], [10.9124, -7.7090, 27.9696], [8.0439, -6.7368, 27.6328], [8.5033, -8.2969, 28.0260], [9.4583, -8.5896, 26.0024], [12.3718, -7.4610, 25.4766], [13.0336, -7.5366, 24.1498], [13.5965, -8.8162, 23.9531], [11.5663, -8.1946, 25.5110], [11.9972, -6.4536, 25.6582], [13.0571, -7.7362, 26.2782], [13.8672, -6.8400, 24.2386], [12.4695, -7.2476, 23.2631], [12.9532, -9.5182, 23.8306], [18.8629, -11.8731, 24.7550], [17.9882, -11.4556, 23.5661], [17.9061, -12.6158, 22.7535], [18.9364, -11.1600, 25.5760], [19.8909, -12.0783, 24.4560], [18.4599, -12.7555, 25.2521], [18.3478, -10.6250, 22.9587], [16.9840, -11.1215, 23.8266], [17.3976, -12.4290, 21.9609], [17.5618, -7.5370, 22.1676], [16.1905, -7.4336, 22.7528], [16.2840, -8.0918, 24.0009], [17.9739, -8.5434, 22.2407], [18.3552, -6.8816, 22.5270], [17.4810, -7.2380, 21.1226], [15.4210, -7.9034, 22.1402], [15.8376, -6.4064, 22.8450], [15.4513, -8.5436, 24.1560], [13.8064, -1.3718, 34.1637], [12.3405, -1.3030, 33.7173], [11.7770, 0.0005, 33.8452], [13.8915, -0.8724, 35.1288], [14.3579, -0.8705, 33.3683], [14.1201, -2.4003, 34.3419], [11.7348, -1.9415, 34.3604], [12.2194, -1.6204, 32.6816], [11.8139, 0.1672, 34.7899], [17.0599, -8.0790, 39.1636], [15.9208, -7.3452, 38.4944], [16.4948, -6.5061, 37.5103], [16.7282, -8.7173, 39.9825], [17.6992, -7.3942, 39.7208], [17.6825, -8.6018, 38.4375], [15.3802, -6.7516, 39.2315], [15.2072, -8.0054, 38.0014], [17.0232, -5.8313, 37.9426], [14.2814, -12.2398, 25.3954], [13.9828, -13.4690, 24.5096], [12.8083, -13.2801, 23.8184], [14.2957, -11.3463, 24.7713], [15.2157, -12.4125, 25.9297], [13.5454, -12.1567, 26.1951], [13.8630, -14.3260, 25.1724], [14.7606, -13.6442, 23.7664], [12.6833, -14.1134, 23.3585], [9.3221, -11.1716, 27.8015], [9.9640, -11.5013, 26.4427], [10.2852, -10.3320, 25.7676], [9.3561, -12.0887, 28.3896], [8.2675, -10.9154, 27.6999], [9.8342, -10.3960, 28.3710], [9.2848, -12.1132, 25.8492], [10.8655, -12.1120, 26.4916], [10.8625, -10.5721, 25.0392], [18.2951, -4.0323, 34.1947], [19.2858, -5.1623, 33.7411], [18.6394, -6.3334, 33.3519], [17.6458, -4.5399, 34.9080], [17.6535, -3.6883, 33.3835], [18.7878, -3.2454, 34.7658], [19.9838, -5.3824, 34.5488], [19.8151, -4.7869, 32.8653], [18.5719, -6.8949, 34.1277], [19.9808, -5.5047, 29.6575], [18.7669, -4.8888, 30.2757], [17.8705, -5.8674, 30.8508], [20.5229, -5.8436, 30.5403], [20.5285, -4.6911, 29.1818], [19.8573, -6.2897, 28.9115], [18.2465, -4.2443, 29.5672], [19.0096, -4.1439, 31.0335], [18.0675, -6.0443, 31.7736], [16.5997, -14.0473, 29.2111], [17.0419, -15.4690, 29.6293], [16.5095, -16.4321, 28.7692], [15.5295, -13.9335, 29.3836], [16.7605, -13.8087, 28.1597], [17.0856, -13.2329, 29.7484], [16.7921, -15.6388, 30.6766], [18.1196, -15.5575, 29.4920], [16.5068, -17.2558, 29.2621]], "atomic_forces_ev_per_a": [[2.6348, -1.7013, 0.1426], [-0.4279, 1.0836, -1.4262], [0.0114, 0.3713, -0.4410], [0.4517, -0.8375, 0.4365], [0.2245, -0.6152, 0.3448], [2.4112, -0.9411, 0.1495], [-0.7826, 0.8646, -0.1797], [-0.1725, 1.1474, -0.0702], [-1.9236, -4.8891, 5.8982], [-5.2072, 0.5305, -2.7079], [2.1759, 0.1625, -1.0149], [0.9860, -1.6885, -0.0687], [-1.2416, 0.0645, 1.0173], [0.7924, 0.3618, 0.5393], [0.2307, 0.3484, -0.3740], [-0.3433, 0.4231, -0.4294], [-1.5629, 1.4605, 1.4105], [0.5035, 0.0295, -0.6967], [0.2500, -0.9644, -0.7330], [0.5026, -0.5085, 1.1099], [-0.7697, -3.0812, -1.8659], [2.3497, -0.8154, 1.4814], [0.1090, 2.4395, 0.3632], [-3.3317, 5.1868, -5.9073], [-5.1963, 1.3620, 2.4954], [0.9396, -0.6949, 0.4757], [3.3773, 1.3469, 0.4107], [-0.3759, 0.4614, -0.8407], [-0.0096, -0.5376, 0.4048], [-0.2285, 0.1090, -0.1245], [0.6236, -0.5801, -0.6590], [-0.3731, 0.2377, 0.5934], [-0.0549, 0.3723, 0.1038], [-0.4124, -1.1299, -1.0630], [0.6173, -0.0203, 0.1868], [-0.0800, -0.4387, -0.2264], [0.0347, 0.3205, -0.0212], [0.0116, 0.5399, 0.2725], [0.3553, 0.4012, 0.3281], [-0.0491, -0.2070, -0.1951], [-0.8584, 1.4093, -0.3036], [-0.5743, -1.5166, 1.9108], [0.8773, 1.0096, -0.7165], [-0.1206, -0.1311, 0.3016], [0.1862, 0.1048, -0.0943], [0.1679, 0.0276, -0.1830], [0.4257, 0.0990, -0.1793], [-0.0352, -0.4677, -0.2436], [0.0666, -0.1345, -0.0737], [0.3088, 0.6315, -0.2856], [-0.0415, -1.1484, -0.8786], [0.0692, -0.3081, -0.4643], [0.1557, -0.1409, 0.2326], [-0.1968, -0.4087, 0.2867], [-0.1924, 0.1542, -0.1754], [0.2657, 0.4470, 0.8662], [0.1595, 0.6371, -0.0823], [-0.5596, 0.1673, 0.3503], [-0.6364, 0.4688, -0.0216], [1.7939, -0.2917, -0.1476], [-0.5225, -0.5362, -0.0713], [0.1482, 0.0125, -0.1793], [-0.1095, -0.0831, 0.2678], [-0.0731, -0.2005, -0.2846], [-0.5700, 0.3474, 0.1400], [-0.0856, 0.0916, 0.1648], [0.0467, 0.1740, 0.1007], [-0.5306, 1.5350, 0.0295], [-0.3515, -0.0955, -0.4947], [0.6998, 0.4810, 0.6776], [-0.2115, -0.1588, -0.0492], [-0.1646, -0.1315, 0.0955], [0.1309, 0.0874, -0.0072], [0.1514, -0.6231, -0.1153], [0.0872, -0.2970, -0.2601], [0.2551, -0.7269, 0.1166], [1.6590, 1.6884, -0.1674], [-0.1511, -1.2896, -1.1508], [-1.2757, -0.0699, 1.8905], [-0.4654, -0.0578, 0.4684], [-0.2263, -0.0158, -0.0833], [0.5444, -0.1440, -0.0487], [0.3497, 0.1915, -0.1454], [0.4357, -0.0639, -0.1753], [-0.9473, -0.0940, -0.3045], [-2.0336, 0.2205, -0.3535], [1.2088, 0.6284, 0.3991], [-0.4733, -0.3022, 0.0797], [0.2036, -0.1275, 0.0010], [0.2503, 0.3388, 0.1783], [0.2090, -0.3704, -0.3644], [0.0074, -0.6011, 0.0367], [-0.0192, 0.4936, -0.1268], [0.5084, -0.1624, 0.0259], [0.1940, 0.3499, -0.0229], [0.0952, -0.8211, 0.1464], [0.4139, 0.2355, -0.3945], [0.0180, 0.4613, -0.0167], [0.0357, -0.0288, 0.2830], [-0.1939, -0.1380, 0.1184], [-0.3573, -0.0414, 0.1907], [-0.1227, 0.0346, -0.3356], [-0.0705, 0.0329, 0.0028], [0.4179, -0.2645, 0.8321], [-0.0878, -0.2506, -1.0976], [0.3653, 0.1533, 0.6179], [0.2637, -0.0364, -0.0937], [-0.6103, 0.4233, -0.1602], [-0.0065, -0.0707, 0.3335], [0.0024, -0.0187, -0.5152], [-0.3025, 0.0449, -0.1890], [-0.0808, 0.0133, 0.2282], [0.1117, -0.8909, -0.8579], [1.2468, -0.0268, 0.3295], [-1.2695, -0.0149, -0.0153], [0.1497, 0.0053, 0.4710], [0.0153, 0.0219, -0.1079], [-0.4675, 0.2642, 0.1907], [0.0061, 0.2197, 0.5164], [0.1408, 0.3670, -0.4055], [0.1071, 0.0203, -0.0606], [0.6178, -0.2793, 0.4974], [1.2867, -0.3838, 0.0543], [-0.8767, 0.8791, -0.6711], [-0.0721, -0.0018, -0.0330], [0.0368, -0.4233, -0.0682], [0.0101, 0.0626, -0.2480], [-0.6891, -0.0408, 0.2830], [-0.2482, 0.1782, 0.3104], [-0.0273, 0.0281, -0.2086], [0.0184, 1.1096, 0.8068], [1.6883, -0.1592, -1.1505], [-1.3544, 0.2570, 1.1231], [-0.2205, -0.2548, -0.3316], [-0.2411, -0.3171, -0.2980], [0.1447, -0.6076, -0.3668], [-0.0644, 0.0397, -0.3592], [0.5275, 0.2129, -0.3792], [-0.4279, -0.2294, 0.9055], [0.7067, -0.1104, -0.6945], [-1.0092, -0.5187, 1.9124], [0.6246, 1.2058, -1.2557], [0.2538, 0.0679, -0.2936], [-0.3907, -0.3144, -0.1880], [-0.1866, -0.3288, 0.0661], [-0.3244, -0.2462, 0.5002], [0.3429, 0.1834, 0.0136], [0.0485, 0.0209, -0.0915], [-0.6884, 0.7704, -1.2179], [1.0908, -0.7071, 0.5161], [-0.7448, -0.4669, 0.3551], [-0.1059, -0.2508, 0.5662], [-0.0655, -0.1608, -0.0529], [0.2104, 0.3440, -0.0619], [0.1323, 0.0227, -0.6259], [-0.2505, 0.4151, -0.2662], [0.1855, -0.3225, 0.4038], [-0.7831, -1.1030, -0.5895], [2.4144, -0.9318, 0.6171], [0.1083, -0.2496, 0.4605], [-0.0421, 0.1771, 0.3616], [-0.1003, 0.1641, -0.2669], [0.0637, -0.1071, 0.2006], [0.2210, 0.1465, 0.0289], [-0.4375, 0.7142, -0.0256], [-0.3763, 0.0112, -1.6060], [-0.2893, 0.1306, 0.1378], [-0.8540, -0.0998, 0.4511], [0.7465, -0.1357, -0.1214], [0.2810, -0.0553, -0.6076], [0.0909, 0.1305, -0.0787], [-0.4656, -0.3088, 0.0429], [0.0489, -0.0530, 0.1397], [0.5545, 0.4343, -0.0709], [-0.0373, -0.0714, 0.0774], [0.5939, -0.2987, 0.3457], [-0.2268, 0.0024, 1.3423], [-0.3695, 0.5591, -0.6765], [-0.3018, 0.3091, 0.0830], [-0.1585, 0.0307, -0.0750], [0.1103, -0.0988, -0.3489], [-0.0526, 0.3556, -0.6988], [0.0970, -0.4513, 0.1499], [0.1761, -0.4250, -0.0345], [-1.0761, -0.2736, 0.2611], [0.8822, 0.2971, 0.2036], [1.3679, -0.3301, -0.3008], [-0.2759, 0.2443, 0.1394], [-0.1562, -0.1330, 0.1162], [0.1736, 0.1560, -0.1242], [0.3289, -0.0001, -0.4853], [-0.4787, 0.0963, 0.1961], [-0.6777, -0.0231, -0.0648], [-0.1141, 0.4462, 0.3279], [-0.0556, -0.2157, 0.1604], [-0.0063, -0.4724, -0.2645], [-0.2223, 0.5252, -0.3263], [-0.0960, -0.1419, -0.2510], [-0.1142, -0.2550, -0.4243], [0.7020, 0.1125, 0.2162], [-0.1560, -0.1535, 0.6227], [-0.0361, 0.0930, -0.0216], [0.5293, 0.4654, -1.5543], [0.2458, -0.2232, 0.4892], [0.1655, 0.1576, 0.4911], [-0.3363, -0.1069, -0.1771], [-0.3582, 0.2719, 0.6908], [0.1906, -0.2884, -0.3320], [0.2048, -0.3625, -0.1915], [0.2315, 0.3048, 0.2799], [-0.6893, -0.2261, 0.3349], [-0.9450, 0.2568, -0.2963], [-0.1905, -0.2909, 0.5536], [0.4166, -0.0624, -0.1815], [0.2295, 0.2978, -0.0614], [0.5700, -0.0977, 0.4173], [0.1225, -0.0573, -0.3993], [-0.0449, -0.5233, -0.1085], [-0.0238, 0.0937, 0.0927], [-0.1292, 0.4114, 0.0886], [-0.0059, -0.2160, 0.8579], [0.5850, -0.0723, 0.5466], [-0.2169, 0.4438, -0.9751], [-0.2259, -0.5247, -0.3099], [0.1531, 0.4369, -0.3226], [-0.1161, -0.1817, 0.1085], [-0.2080, 0.0490, -0.0011], [0.1262, 0.0039, -0.1174], [-0.0212, 0.1279, 0.1678], [-0.1739, -1.0029, -0.4202], [1.6278, 0.5139, 1.7617], [-1.7355, -0.0188, -1.0027], [0.1990, 0.1885, 0.3044], [0.2795, 0.2392, -0.3109], [-0.3196, 0.1360, -0.2482], [0.3641, -0.2791, -0.0247], [0.5266, -0.0485, 0.3179], [-0.5696, 0.1085, -0.3129], [0.2460, -0.8875, -0.3491], [-0.3260, -0.3518, 0.7017], [-0.0976, 1.1093, -0.0915], [-0.0598, -0.0487, 0.2206], [0.0865, 0.2131, -0.1284], [0.1480, 0.0555, -0.2449], [-0.4489, -0.0695, -0.0556], [0.2163, -0.1322, 0.6855], [0.1971, 0.1440, -0.5850], [0.2354, -1.7156, 0.4152], [-0.1131, 2.0471, 0.2307], [-0.4154, -0.1791, -0.5535], [-0.3307, 0.1211, 0.1470], [0.2569, 0.2392, -0.0115], [0.0846, 0.1866, -0.4580], [0.1851, 0.1202, -0.0625], [0.4468, -0.1323, 0.1259], [-0.3170, -0.6648, 0.4159], [0.5431, 0.4542, 0.8224], [-0.7973, 0.7777, -0.4059], [1.2783, 1.4790, -0.1839], [0.6848, -0.5387, -0.5257], [0.2586, -0.0261, 0.0499], [-0.3903, -0.0134, 0.3075], [-0.7020, -0.5224, -0.2747], [0.3428, -0.3286, 0.3082], [0.2822, -0.4644, 1.1247], [-0.4100, -0.3127, 0.0315], [1.1455, 1.8406, -0.3313], [-1.0128, -0.6603, -0.1929], [-0.0917, 0.0051, 0.0661], [0.1480, -0.4671, -0.1671], [0.2021, -0.3155, 0.3563], [-0.1179, -0.1000, 0.0304], [0.3176, 0.2917, 0.4932], [-0.0826, -0.2667, -0.2340]]}